Below is 2 unconnected molecules or ions with the total composition C4H12, with properties calculated with wB97M-V/def2-TZVPD.

Geometry as ORCA input:
```
! RIJCOSX wB97M-V def2-TZVPD def2/J DEFGRID3
* xyz 0 1
C 2.1368 -0.0892 0.3831
C 2.2938 -0.2049 1.8869
H 2.1318 0.9492 0.0412
H 2.8843 -0.5884 -0.2119
H 1.1714 -0.4709 0.0277
H 1.3452 -0.0693 2.3880
H 3.0034 0.5019 2.3129
H 2.6739 -1.1654 2.2204
C -2.5475 0.0897 -0.4494
C -1.9204 0.2032 -1.8245
H -2.3176 -0.8900 -0.0252
H -2.0014 0.7727 0.2123
H -3.6325 0.1957 -0.4417
H -1.8629 1.2348 -2.1848
H -2.4646 -0.3318 -2.6055
H -0.8935 -0.1373 -1.7295
*
```

As for the largest force on an atom: 1.00 eV/A. Its calculated total energy is -159.577838 Ha. The molar mass is 60.14 g mol⁻¹. The SMILES is CC.CC.

Below is a molecular structure, C12H11F5N5O5Ta, with properties calculated with wB97M-V/def2-TZVPD.

Geometry as ORCA input:
```
! RIJCOSX wB97M-V def2-TZVPD def2/J DEFGRID3
* xyz 2 1
Ta -0.1997 0.2559 -0.1479
O 1.6769 -0.8420 -3.7850
C 0.7615 -0.7009 -2.8937
O 0.9508 -0.0489 -1.8489
C -0.5657 -1.3227 -3.2166
O -1.3572 -1.3466 -2.0464
C -1.5765 -2.6366 -1.4507
C -1.0161 -2.6801 -0.0410
O -1.2893 -3.4528 0.8014
O -0.1463 -1.6071 0.1655
H 2.5007 -0.3740 -3.5413
H -0.4198 -2.3072 -3.6618
H -1.0390 -0.6864 -3.9714
H -1.1187 -3.4304 -2.0424
H -2.6483 -2.8199 -1.3997
N -2.0368 6.5121 -1.8708
C -1.6238 5.4457 -1.7514
N -1.1615 4.2176 -1.6202
C -0.9230 3.1550 -1.1817
N -0.6399 2.0202 -0.7775
C -5.5885 0.7317 1.3321
N -4.1599 0.3535 1.3694
C -3.5577 -0.4132 2.3506
C -2.2585 -0.5434 2.0109
N -2.0567 0.1584 0.8168
C -3.2459 0.6795 0.4727
H -6.0046 0.5485 2.3173
H -6.1012 0.1244 0.5918
H -5.6689 1.7889 1.0977
H -4.1109 -0.7833 3.1967
H -1.4612 -1.0670 2.5114
H -3.4443 1.2913 -0.3919
F 0.9513 -0.1202 2.6182
C 1.0532 0.7782 1.6168
F 0.8166 2.0082 2.1110
C 2.4646 0.7248 1.0065
F 3.4625 1.0027 1.7891
F 2.6018 -0.5120 0.4743
F 2.4232 1.5875 -0.0430
*
```

As for the largest force on an atom: 0.86 eV/A. Its calculated total energy is -1669.678176 Ha. The molar mass is 581.19 g mol⁻¹.

Below is a gas-phase ion, CH4FN2O (charge +1), with properties calculated with wB97M-V/def2-TZVPD.

Geometry as ORCA input:
```
! RIJCOSX wB97M-V def2-TZVPD def2/J DEFGRID3
* xyz 1 1
C 1.0043 0.2955 -0.1144
N -0.0908 -0.5406 -0.3120
N -1.3905 -0.1867 0.1014
O -2.3454 -0.8437 0.0426
F -1.3324 1.0333 0.7994
H 1.2003 0.8926 -0.9930
H 0.9311 1.0092 0.7764
H 1.8395 -0.2313 0.2539
H 0.1839 -1.4283 -0.5543
*
```

As for the largest force on an atom: 6.22 eV/A. Its calculated total energy is -324.629775 Ha. The molar mass is 79.05 g mol⁻¹. The SMILES is CN[N+](=O)F.

Below is a single C12H16N6 molecule, with properties calculated with wB97M-V/def2-TZVPD.

Geometry as ORCA input:
```
! RIJCOSX wB97M-V def2-TZVPD def2/J DEFGRID3
* xyz 0 1
N 0.5358 0.8885 -5.0388
N -0.3501 1.3843 -4.2228
N 2.8749 -1.0719 -1.9254
N 1.4208 0.1317 -4.3684
C 1.6983 -0.4587 -1.9211
C 1.0511 0.1322 -3.1118
C 1.1297 -0.5161 -0.5846
C 1.9573 -1.1914 0.1563
N -0.1268 0.8518 -3.0357
N 3.0424 -1.5324 -0.6509
C -0.1493 -0.1461 0.1001
C 1.4062 -1.4917 1.5489
C 0.3269 2.9307 2.1028
C -0.8072 2.7028 3.1181
C 1.1827 1.6689 2.2202
C -1.1514 1.2645 2.7839
C 0.1019 -0.6028 1.5463
C 0.1685 0.5469 2.5999
H -0.6631 1.0843 -2.1984
H 3.7999 -2.1066 -0.3441
H -1.0398 -0.6295 -0.3474
H -0.2982 0.9507 0.0191
H 1.1314 -2.5666 1.6067
H 2.1740 -1.3439 2.3021
H -0.1180 3.0261 1.1028
H 0.8856 3.8404 2.3450
H -0.4407 2.7747 4.1502
H -1.6622 3.3605 2.9130
H 1.9081 1.8054 2.9998
H 1.7675 1.4508 1.3241
H -1.7624 1.2373 1.8535
H -1.7567 0.7645 3.5325
H -0.7119 -1.2688 1.8557
H 0.4668 0.1213 3.5605
*
```

As for the largest force on an atom: 4.13 eV/A. Its calculated total energy is -795.343839 Ha. The molar mass is 244.30 g mol⁻¹. The SMILES is C1CCC([C@@H]2Cc3[nH]nc(-c4nnn[nH]4)c3C2)C1.

Below is a molecular structure, C14H12AsMoN5O7S4, with properties calculated with wB97M-V/def2-TZVPD.

Geometry as ORCA input:
```
! RIJCOSX wB97M-V def2-TZVPD def2/J DEFGRID3
* xyz -2 3
Mo 0.1465 0.0953 0.4526
N 2.0781 -0.2454 1.2928
C 2.5289 -1.6486 1.3579
C 1.5559 -2.4928 2.1662
C 0.2453 -2.8251 1.4573
O -0.2945 -3.8953 1.6653
O -0.2464 -1.9020 0.6859
H 2.7658 0.3843 0.8435
H 1.9752 0.1391 2.2321
H 3.5206 -1.6798 1.8172
H 2.6222 -2.0227 0.3397
H 1.2936 -1.9709 3.0931
H 2.0185 -3.4395 2.4410
S 3.5958 2.4484 0.1850
As 1.5858 3.1762 0.1504
S 0.4998 1.8598 -1.2641
S 0.4317 2.1965 1.7666
S 1.2675 5.2298 -0.0311
N 2.8297 -0.4391 -1.7500
C 1.6744 -1.0957 -2.0533
O 0.6136 -0.8660 -1.3893
C 1.6954 -2.0850 -3.0621
C 0.5564 -2.8774 -3.3597
N -0.3370 -3.5490 -3.6471
C 2.8790 -2.3068 -3.8033
N 3.8619 -2.4940 -4.3849
H 2.7266 0.5087 -1.3947
H 3.5980 -0.5642 -2.3903
O -2.5054 0.0849 3.6976
C -1.9349 0.2571 2.6371
O -0.7335 -0.1329 2.3567
C -2.6542 0.9761 1.5106
C -3.4683 2.0546 1.8354
C -4.0430 2.8295 0.8438
C -3.8366 2.5176 -0.4935
C -3.0583 1.4242 -0.7995
C -2.4533 0.6509 0.1770
N -2.8681 1.0662 -2.2139
O -2.3115 0.0229 -2.4519
O -3.3672 1.7963 -3.0479
H -3.6076 2.2829 2.8831
H -4.6435 3.6900 1.1069
H -4.2579 3.1056 -1.2947
H -1.9449 -0.2646 -0.1633
*
```

As for the expectation value of S²: 2.02. As for the largest force on an atom: 0.62 eV/A. Its calculated total energy is -5238.097724 Ha. The molar mass is 661.41 g mol⁻¹.

Below is 5 unconnected molecules or ions with the total composition CH10O6, with properties calculated with wB97M-V/def2-TZVPD.

Geometry as ORCA input:
```
! RIJCOSX wB97M-V def2-TZVPD def2/J DEFGRID3
* xyz 0 1
O 0.2697 1.6461 1.9273
C 1.0621 1.2275 2.6961
O 0.9537 -0.0186 3.3046
H 2.0486 1.3346 3.1030
H 0.3725 -0.7804 2.9451
H -1.9205 -1.7779 -1.5384
H -1.1415 -2.9933 -1.2655
O -1.2570 -2.2391 -1.8319
H 0.6521 -0.0476 -0.8080
H 0.9166 1.3675 -0.0848
O 1.3778 0.4759 -0.3531
H 0.5701 0.0609 -3.0589
H 2.0014 0.6522 -3.2537
O 1.0953 0.7869 -3.0390
H -3.0616 0.3981 0.4123
H -1.6026 0.0739 0.1357
O -2.3369 -0.1667 0.7092
*
```

As for the largest force on an atom: 7.62 eV/A. Its calculated total energy is -495.473822 Ha. The molar mass is 118.09 g mol⁻¹. The SMILES is O=CO.O.O.O.O.